A molecular structure, C37H42MgN2P2S2Si2, computed with ωB97M-V/def2-TZVPD.

Structure (XYZ):
```
88
Properties=species:S:1:pos:R:3
S -3.20 -2.27 -0.02
S -3.22 1.18 0.03
P 1.09 -0.28 1.45
P 1.14 -0.36 -1.46
Si -1.21 -0.56 3.38
Si -1.22 -0.05 -3.34
Mg -1.45 -0.54 0.00
N -0.45 -0.31 -1.82
N -0.48 -0.46 1.83
C -0.06 0.02 -4.83
C 1.62 -0.91 0.02
C -2.42 -1.43 -3.68
C 3.07 3.33 1.61
C 3.23 1.51 -1.85
C -0.74 0.83 4.56
C 3.08 -3.10 3.64
C 3.46 -1.98 -4.55
C -4.67 0.16 0.03
C 0.45 2.45 1.74
C -4.66 -1.26 0.00
C -2.16 1.56 -3.45
C -7.11 -1.25 0.01
C 3.76 2.78 -2.00
C 3.13 -3.32 -4.47
C 3.31 -1.06 4.88
C 2.60 -0.39 3.89
C 2.89 -1.06 -3.67
C 2.79 1.98 1.57
C 2.92 3.89 -2.08
C 1.02 2.43 -1.89
C -5.90 -1.92 -0.01
C -7.12 0.14 0.04
C 1.99 -1.46 -2.70
C 1.55 3.70 -2.01
C 2.22 -3.73 -3.50
C 0.73 3.81 1.77
C 2.38 -2.43 2.66
C -3.07 -0.53 3.28
C 2.04 4.26 1.71
C -5.91 0.81 0.05
C 3.55 -2.42 4.77
C 1.47 1.52 1.65
C 1.85 1.31 -1.82
C 1.67 -2.82 -2.62
C -0.75 -2.15 4.26
C 2.12 -1.06 2.77
H -0.06 2.29 -1.83
H -3.13 -1.53 -2.85
H -5.90 1.90 0.07
H 2.43 0.68 3.99
H -0.58 2.11 1.77
H -0.09 4.53 1.82
H 3.89 0.66 -1.72
H 4.16 -1.64 -5.30
H -3.43 0.38 2.77
H -8.05 0.69 0.06
H -0.93 1.82 4.12
H -2.82 1.54 -4.32
H 4.09 -2.95 5.54
H 0.27 -2.14 4.64
H 3.34 4.88 -2.18
H 1.94 -4.78 -3.42
H 3.68 -0.51 5.75
H -8.04 -1.82 0.00
H -3.43 -1.38 2.70
H -1.43 -2.31 5.11
H -2.76 1.72 -2.55
H -2.98 -1.26 -4.61
H -1.47 2.41 -3.57
H -1.36 0.74 5.46
H 2.26 5.32 1.73
H -0.86 -2.99 3.58
H -3.50 -0.57 4.28
H 4.84 2.92 -2.03
H 3.15 -0.01 -3.78
H 0.38 -0.95 -5.07
H -5.88 -3.00 -0.03
H 0.74 0.74 -4.69
H -0.67 0.35 -5.68
H 2.04 -2.94 1.77
H 0.97 -3.14 -1.85
H 0.31 0.79 4.86
H 3.56 -4.04 -5.15
H 0.89 4.56 -2.04
H -1.89 -2.38 -3.77
H 4.10 3.67 1.55
H 3.59 1.26 1.46
H 3.27 -4.16 3.54
```

Its net charge is -2. For the HOMO-LUMO gap, the calculation gives 5.8 eV.

---

A molecular structure, C29H24LiN3O2S, computed with ωB97M-V/def2-TZVPD.

Structure (XYZ):
```
60
Properties=species:S:1:pos:R:3
S 0.86 0.85 0.64
O -3.50 -1.39 2.40
O 3.53 -1.44 2.31
N 2.19 -2.09 0.62
N 0.01 -1.77 2.13
N -2.17 -1.84 0.64
C 4.42 -1.49 1.16
C 2.80 -0.24 -3.22
C -1.12 -1.58 2.79
C 4.97 -1.13 -1.76
C -2.77 0.87 -2.59
C 1.17 3.57 0.49
C 2.61 -0.92 -2.03
C 2.32 -1.72 1.83
C -1.15 -1.27 4.14
C 1.25 -1.29 4.10
C -3.63 -0.84 -1.13
C -4.82 -0.84 -1.85
C 0.27 2.49 0.41
C -2.29 -1.63 1.89
C -3.52 -1.77 0.07
C 1.17 -1.60 2.75
C 3.69 -1.36 -1.28
C -2.61 0.01 -1.50
C 0.06 -1.13 4.80
C -3.96 0.87 -3.30
C -1.50 4.10 -0.01
C -0.60 5.16 0.07
C -4.98 0.01 -2.94
C 0.74 4.88 0.32
C -1.07 2.79 0.17
C 4.09 0.00 -3.68
C -4.40 -1.32 1.26
C 3.54 -2.09 0.04
C 5.17 -0.45 -2.96
Li 0.04 -1.43 0.23
H -2.55 4.30 -0.20
H -4.73 -0.29 1.16
H 4.73 -0.47 0.93
H 4.24 0.55 -4.60
H 2.21 -1.14 4.56
H -5.91 0.00 -3.49
H 1.60 -1.09 -1.67
H 5.83 -1.49 -1.20
H 0.09 -0.88 5.85
H 6.18 -0.28 -3.32
H -1.69 0.05 -0.93
H -0.93 6.18 -0.05
H -3.79 -2.78 -0.26
H -5.62 -1.52 -1.58
H 1.95 0.11 -3.78
H 1.46 5.69 0.38
H -2.09 -1.12 4.65
H 2.21 3.35 0.68
H -4.09 1.54 -4.15
H 3.82 -3.14 -0.14
H -5.25 -1.97 1.45
H 5.27 -2.10 1.43
H -1.97 1.55 -2.85
H -1.79 1.99 0.12
```

Its net charge is 0. For the HOMO-LUMO gap, the calculation gives 6.1 eV.